w) # C3H13N6

A cluster of 2 separate species, C3H13N6 in total (the ωB97M-V functional and the def2-TZVPD basis, OMol25).

HOMO, eV: -11.653
Orbital gap, eV: 9.26
LUMO energy, eV: -2.4

The geometry in ORCA input format:
```
! wB97M-V def2-TZVPD RIJCOSX def2/J DEFGRID3
* xyz 1 1
C 2.118 -1.166 -0.438
C 2.885 0.153 0.161
C -0.156 -0.860 0.247
N 0.946 -1.553 0.213
N -1.290 1.188 -0.035
N -4.964 0.108 0.196
N -0.188 0.371 -0.114
N -3.800 -0.106 0.400
N 2.218 1.402 0.013
H 1.997 -0.923 -1.535
H 2.815 -2.042 -0.464
H 3.089 -0.092 1.119
H 3.882 0.040 -0.204
H 0.755 -2.590 0.247
H -2.074 0.785 0.434
H -1.745 1.253 -0.982
H -5.518 -0.234 -0.678
H -5.595 0.737 0.786
H 0.817 0.989 -0.266
H -1.063 -1.382 0.705
H 2.178 2.036 0.843
H 2.692 1.885 -0.649
*
```

x) # C3H13N6

The ion C3H13N6 with charge +1 (the ωB97M-V functional and the def2-TZVPD basis, OMol25).

HOMO, eV: -12.569
Orbital gap, eV: 9.55
SMILES: NN1C[NH2+]CNC1(N)N
LUMO energy, eV: -3.0

The geometry in ORCA input format:
```
! wB97M-V def2-TZVPD RIJCOSX def2/J DEFGRID3
* xyz 1 1
C -1.728 0.557 0.778
C -0.756 -1.096 -0.772
C 0.624 0.535 0.516
N -0.528 1.276 0.889
N 0.354 -0.195 -0.824
N 1.768 1.398 0.197
N 0.992 -0.529 1.417
N 1.552 -0.743 -1.309
N -1.859 -0.120 -0.697
H -1.802 -0.344 1.280
H -2.541 1.064 0.986
H -0.952 -1.566 -1.841
H -0.918 -1.695 0.069
H -0.644 2.219 0.536
H 2.378 1.116 -0.538
H 2.291 1.624 1.031
H 1.765 -1.072 1.036
H 1.232 -0.292 2.353
H 1.644 -0.810 -2.319
H 1.606 -1.596 -0.793
H -2.795 -0.424 -0.798
H -1.682 0.691 -1.198
*
```

Quick one: most stable of them? x)

w) # C6H9NS

The molecule C6H9NS (the ωB97M-V functional and the def2-TZVPD basis, OMol25).

HOMO, eV: -8.441
Orbital gap, eV: 9.20
SMILES: Cc1c[nH]c(S)c1C
LUMO energy, eV: 0.8

The geometry in ORCA input format:
```
! wB97M-V def2-TZVPD RIJCOSX def2/J DEFGRID3
* xyz 0 1
C -1.973 0.631 1.996
C -1.181 0.673 0.748
C -0.952 1.691 -0.139
C 0.356 -0.138 -0.723
C -0.289 -0.400 0.453
C -0.034 -1.616 1.319
H -2.735 1.420 1.935
H -1.319 0.610 2.910
H -2.473 -0.383 2.192
H -1.541 2.606 -0.436
H 0.302 1.453 -1.970
H 2.839 -0.365 -0.639
H 0.600 -2.310 0.647
H 0.545 -1.188 2.141
H -0.966 -2.116 1.639
N 0.017 1.217 -1.059
S 1.817 -0.830 -1.433
*
```

x) # C6H9NS

The molecule C6H9NS (the ωB97M-V functional and the def2-TZVPD basis, OMol25).

HOMO, eV: -7.884
Orbital gap, eV: 8.71
SMILES: C1=C\S/C=C\CNC/1
LUMO energy, eV: 0.8

The geometry in ORCA input format:
```
! wB97M-V def2-TZVPD RIJCOSX def2/J DEFGRID3
* xyz 0 1
C 1.378 -0.797 -0.458
C -0.759 -1.232 0.532
C -1.698 -0.180 0.726
C -1.519 1.116 0.739
C 0.644 1.800 -0.944
C 1.311 0.638 -1.166
H 0.842 -1.434 -1.276
H 2.556 -0.946 -0.183
H 1.233 -1.229 1.610
H -1.270 -2.004 1.228
H -0.690 -1.810 -0.574
H -2.864 -0.191 0.879
H -2.486 1.618 1.295
H 0.762 2.680 -1.612
H 1.881 0.510 -2.187
N 0.709 -0.746 0.780
S -0.030 2.208 0.610
*
```

Quick one: most stable of them? w)

w) # C5H16NSi

A cluster of 2 separate species, C5H16NSi in total (the ωB97M-V functional and the def2-TZVPD basis, OMol25).

<S²>: 2.0079
HOMO (alpha / beta), eV: -12.656 / -15.350
Orbital gap (alpha / beta), eV: 10.03 / 8.25
LUMO energy (alpha / beta), eV: -2.6 / -7.1

The geometry in ORCA input format:
```
! wB97M-V def2-TZVPD RIJCOSX def2/J DEFGRID3
* xyz 1 3
C 1.645 0.642 -0.960
C 0.425 1.291 1.900
C 1.492 -1.585 -0.022
C -1.849 -1.222 0.895
C -1.528 1.266 -1.449
N 0.802 -0.390 -0.298
Si -1.011 -0.495 -0.646
H 2.657 0.468 -0.404
H 1.652 0.459 -1.986
H 1.165 1.648 -0.771
H -0.314 2.072 1.548
H 0.038 0.367 2.376
H 1.400 1.540 1.457
H 0.821 -2.240 0.549
H 1.750 -2.067 -0.851
H 2.388 -1.285 0.507
H -2.743 -1.675 0.425
H -1.233 -2.045 1.401
H -2.258 -0.556 1.725
H -0.754 1.562 -2.159
H -2.510 1.170 -1.947
H -1.591 2.038 -0.679
H -1.064 -1.669 -1.559
*
```

x) # C5H16NSi

A cluster of 2 separate species, C5H16NSi in total (the ωB97M-V functional and the def2-TZVPD basis, OMol25).

<S²>: 2.0085
HOMO (alpha / beta), eV: -8.588 / -13.673
Orbital gap (alpha / beta), eV: 5.22 / 5.40
LUMO energy (alpha / beta), eV: -3.4 / -8.3

The geometry in ORCA input format:
```
! wB97M-V def2-TZVPD RIJCOSX def2/J DEFGRID3
* xyz 1 3
C 0.768 2.375 -1.162
C 1.004 -2.798 -0.207
C -2.307 -2.932 -0.583
C -0.838 -0.370 0.760
C 1.228 2.825 1.254
N 0.365 2.256 0.254
Si -0.801 -2.150 0.018
H 1.233 3.499 -1.532
H 1.660 1.716 -1.331
H -0.035 2.158 -1.789
H 1.234 -3.700 0.339
H 1.159 -3.067 -1.274
H 2.210 2.482 1.022
H -2.274 -3.916 -0.945
H -3.128 -2.940 0.230
H -2.875 -2.545 -1.435
H -0.049 0.243 0.337
H -1.796 0.047 0.749
H -0.418 -0.522 1.784
H 1.134 3.933 1.355
H 1.065 2.299 2.175
H 1.648 -1.956 0.131
H -0.603 2.809 0.339
*
```

Quick one: most stable of them? w)

w) # C7H13BCeN4

A structure of composition C7H13BCeN4 (the ωB97M-V functional and the def2-TZVPD basis, OMol25).

HOMO (alpha / beta), eV: -16.320 / -16.321
Orbital gap (alpha / beta), eV: 6.39 / 6.39
LUMO energy (alpha / beta), eV: -9.9 / -9.9

The geometry in ORCA input format:
```
! wB97M-V def2-TZVPD RIJCOSX def2/J DEFGRID3
* xyz 2 1
Ce 1.823 -0.272 -0.669
C 2.007 -2.269 -1.727
H 0.993 -2.706 -1.748
H 2.360 -1.976 -2.744
H 2.765 -2.654 -1.019
H 3.410 -1.336 0.949
H 3.588 -0.618 0.988
B -0.584 1.664 -0.825
N -1.261 0.272 -1.004
C -2.575 0.003 -1.131
C -2.775 -1.385 -1.037
C -1.487 -1.925 -0.887
N -0.550 -0.919 -0.830
N -0.052 1.681 0.668
C -0.665 2.281 1.708
C 0.013 1.931 2.881
C 1.095 1.137 2.495
N 1.038 0.976 1.124
H -1.380 2.573 -0.956
H 0.371 1.824 -1.594
H -3.257 0.819 -1.283
H -3.728 -1.902 -1.059
H -1.220 -2.975 -0.817
H -1.553 2.885 1.555
H -0.266 2.188 3.886
H 1.890 0.700 3.076
*
```

x) # C7H13BCeN4

A structure of composition C7H13BCeN4 (the ωB97M-V functional and the def2-TZVPD basis, OMol25).

HOMO, eV: -16.364
Orbital gap, eV: 6.18
LUMO energy, eV: -10.2

The geometry in ORCA input format:
```
! wB97M-V def2-TZVPD RIJCOSX def2/J DEFGRID3
* xyz 2 1
Ce -1.597 0.413 -1.252
C -1.015 -0.589 -3.251
H 0.033 -0.801 -3.490
H -1.656 -1.486 -3.289
H -1.427 0.171 -3.950
H -2.968 1.760 0.477
H -3.431 1.779 -0.066
B -0.318 -1.416 0.799
N 0.881 -1.057 -0.144
C 2.172 -1.428 -0.060
C 2.892 -0.719 -1.030
C 1.972 0.106 -1.681
N 0.736 -0.082 -1.123
N -0.475 -0.090 1.617
C -0.027 0.222 2.846
C -0.268 1.579 3.067
C -0.858 2.064 1.905
N -0.960 1.048 0.997
H -0.056 -2.358 1.482
H -1.324 -1.600 0.106
H 2.494 -2.159 0.665
H 3.940 -0.807 -1.237
H 2.118 0.788 -2.505
H 0.421 -0.525 3.480
H -0.050 2.134 3.958
H -1.230 3.053 1.682
*
```

Quick one: most stable of them? w)